## a
ORCA calculation (the ωB97M-V functional and the def2-TZVPD basis) on an isolated molecule of C4H10N2O.

The geometry in XYZ format:
```
17
C4H10N2O the ωB97M-V functional and the def2-TZVPD basis
O 0.9481 -0.4503 2.3039
C 0.3039 -0.3934 1.2669
N 0.5461 -1.1854 0.1993
C 0.4186 -0.7076 -1.2080
N 0.3059 -1.8492 -2.0653
C -0.8554 0.6195 1.1914
C -0.3435 2.0330 0.8496
H 1.4031 -1.7326 0.2461
H 1.3095 -0.1279 -1.4395
H -0.4802 -0.0922 -1.2406
H 0.6335 -1.7598 -3.0134
H -0.6318 -2.2101 -2.1222
H -1.5653 0.1629 0.4999
H -1.2890 0.5784 2.1888
H -0.3054 2.6964 1.7088
H -1.0702 2.4698 0.1635
H 0.6722 1.9482 0.4706
```

* highest occupied orbital energy: -9.3 eV
* SMILES string: CCC(=O)NCN
* Kohn-Sham gap: 10.1 eV

From a Mulliken analysis of the wavefunction, the atomic charges in e read: atom 1 (O): -0.62, atom 2 (C): 0.40, atom 3 (N): -0.24, atom 4 (C): -0.38, atom 5 (N): -0.59, atom 6 (C): -0.52, atom 7 (C): -0.97, atom 8 (H): 0.28, atom 9 (H): 0.34, atom 10 (H): 0.28, atom 11 (H): 0.23, atom 12 (H): 0.21, atom 13 (H): 0.38, atom 14 (H): 0.32, atom 15 (H): 0.34, atom 16 (H): 0.25, atom 17 (H): 0.30

=====

## b
ORCA calculation (the ωB97M-V functional and the def2-TZVPD basis) on an isolated molecule of C4H10N2O.

The geometry in XYZ format:
```
17
C4H10N2O the ωB97M-V functional and the def2-TZVPD basis
C 0.3392 -1.3223 -1.0663
C -0.4151 -0.0456 -1.1388
C 0.2918 1.0713 -0.3809
C -0.0408 1.1162 1.2441
N -1.3858 1.2673 1.4145
O 0.8152 1.2862 2.1523
N 0.7815 -1.7804 0.2554
H 1.2374 -1.2741 -1.7794
H -0.2374 -2.2555 -1.5294
H -0.3692 0.4106 -2.1076
H -1.4124 -0.1544 -0.7859
H 1.4492 1.0789 -0.5550
H 0.0227 2.0677 -0.7203
H -1.3802 1.3539 2.4204
H -1.6880 0.4057 1.0075
H 1.7990 -1.6246 0.5268
H 0.1929 -1.6010 1.0425
```

* highest occupied orbital energy: -9.1 eV
* SMILES string: NCCCC(N)=O
* Kohn-Sham gap: 10.0 eV

From a Mulliken analysis of the wavefunction, the atomic charges in e read: atom 1 (C): -0.51, atom 2 (C): -0.62, atom 3 (C): -0.41, atom 4 (C): 0.29, atom 5 (N): -0.47, atom 6 (O): -0.62, atom 7 (N): -0.53, atom 8 (H): 0.33, atom 9 (H): 0.23, atom 10 (H): 0.25, atom 11 (H): 0.35, atom 12 (H): 0.26, atom 13 (H): 0.40, atom 14 (H): 0.31, atom 15 (H): 0.26, atom 16 (H): 0.26, atom 17 (H): 0.20

=====

## c
ORCA calculation (the ωB97M-V functional and the def2-TZVPD basis) on an isolated molecule of C4H10N2O.

The geometry in XYZ format:
```
17
C4H10N2O the ωB97M-V functional and the def2-TZVPD basis
C 0.5514 0.0655 0.7338
N 0.0112 1.0362 -0.2085
C 0.7032 1.5707 -1.2743
N 1.6083 0.6853 -1.8862
O 0.5766 2.7106 -1.6954
C -0.2175 -1.2453 0.5541
C -1.6381 -1.0097 1.2493
H 0.5704 0.2549 1.9191
H 1.6120 -0.1372 0.4620
H -0.6311 1.7544 0.2233
H 1.3279 -0.2682 -2.1012
H 1.8989 1.1515 -2.7330
H -0.5126 -1.6668 -0.4679
H 0.1812 -2.1311 1.1057
H -1.6606 -0.2995 2.0655
H -2.2520 -0.5371 0.4227
H -2.1292 -1.9344 1.6312
```

* highest occupied orbital energy: -9.7 eV
* SMILES string: CCCNC(N)=O
* Kohn-Sham gap: 10.6 eV

From a Mulliken analysis of the wavefunction, the atomic charges in e read: atom 1 (C): -0.67, atom 2 (N): -0.09, atom 3 (C): 0.36, atom 4 (N): -0.48, atom 5 (O): -0.63, atom 6 (C): -0.34, atom 7 (C): -1.11, atom 8 (H): 0.29, atom 9 (H): 0.42, atom 10 (H): 0.27, atom 11 (H): 0.22, atom 12 (H): 0.29, atom 13 (H): 0.23, atom 14 (H): 0.31, atom 15 (H): 0.32, atom 16 (H): 0.27, atom 17 (H): 0.33

=====

## d
ORCA calculation (the ωB97M-V functional and the def2-TZVPD basis) on a cluster of 2 separate species, C4H10N2O in total.

The geometry in XYZ format:
```
17
C4H10N2O the ωB97M-V functional and the def2-TZVPD basis
C 0.5047 -0.0399 0.1894
C -0.8248 0.6690 0.2308
C -0.1923 0.0744 1.4965
O 0.2943 0.8545 2.4300
N 0.3674 -1.3326 -0.4664
C -0.3609 -1.0859 -1.7663
N -0.1290 0.2873 -2.1388
H 1.2979 -1.7524 -0.6008
H 1.4367 0.4580 0.0045
H -0.7917 1.7636 -0.0107
H -1.6623 0.1106 -0.1924
H -0.7582 -0.8585 1.8178
H 1.9791 2.6579 2.1295
H 0.0121 -1.8154 -2.5087
H -1.4612 -1.2749 -1.5888
H 1.5284 3.0792 1.9921
H -0.3652 0.4071 -3.1486
```

* highest occupied orbital energy: -7.9 eV
* Kohn-Sham gap: 4.8 eV

From a Mulliken analysis of the wavefunction, the atomic charges in e read: atom 1 (C): -0.04, atom 2 (C): -0.62, atom 3 (C): 0.21, atom 4 (O): -0.50, atom 5 (N): -0.45, atom 6 (C): -0.50, atom 7 (N): -0.47, atom 8 (H): 0.31, atom 9 (H): 0.41, atom 10 (H): 0.29, atom 11 (H): 0.22, atom 12 (H): 0.32, atom 13 (H): -0.02, atom 14 (H): 0.40, atom 15 (H): 0.24, atom 16 (H): 0.00, atom 17 (H): 0.20

=====

a is favored, and the nearest alternative lies 1.6 kcal/mol above it.

=====

## a
ORCA calculation (the ωB97M-V functional and the def2-TZVPD basis) on a cluster of 7 separate species, H14O7 in total.

The geometry in XYZ format:
```
21
H14O7 the ωB97M-V functional and the def2-TZVPD basis
H 3.1708 -0.1242 -0.1479
H 1.7304 -0.6006 0.5068
H 1.1193 0.2168 -1.8940
H -0.1797 0.9915 -1.4695
H 0.7821 1.0487 2.0271
H 1.5082 1.2097 0.6989
H -1.7635 2.4870 -0.1379
H -0.3670 2.0166 0.5673
H -1.5858 -1.2595 -0.1262
H -1.5987 0.1743 0.5854
H -2.0978 -1.9957 -2.0996
H -0.7256 -1.2639 -2.0654
H 0.4498 -1.6170 2.6839
H -0.2950 -0.9275 1.4565
O 2.1385 -0.0617 -0.1985
O 0.1663 0.4183 -2.1930
O 1.0311 1.7946 1.4162
O -1.1818 1.7017 -0.0305
O -1.6608 -0.8275 0.7616
O -1.1090 -2.0974 -1.7562
O 0.5973 -0.9727 1.9272
```

* highest occupied orbital energy: -11.1 eV
* SMILES string: O.O.O.O.O.O.O
* Kohn-Sham gap: 11.5 eV

From a Mulliken analysis of the wavefunction, the atomic charges in e read: atom 1 (H): 0.31, atom 2 (H): 0.39, atom 3 (H): 0.39, atom 4 (H): 0.41, atom 5 (H): 0.38, atom 6 (H): 0.49, atom 7 (H): 0.28, atom 8 (H): 0.46, atom 9 (H): 0.37, atom 10 (H): 0.43, atom 11 (H): 0.35, atom 12 (H): 0.43, atom 13 (H): 0.29, atom 14 (H): 0.51, atom 15 (O): -0.72, atom 16 (O): -0.78, atom 17 (O): -0.83, atom 18 (O): -0.82, atom 19 (O): -0.79, atom 20 (O): -0.76, atom 21 (O): -0.81

=====

## b
ORCA calculation (the ωB97M-V functional and the def2-TZVPD basis) on a cluster of 7 separate species, H14O7 in total.

The geometry in XYZ format:
```
21
H14O7 the ωB97M-V functional and the def2-TZVPD basis
H -0.5113 0.1564 0.3557
H 0.4037 1.2170 0.2027
H 4.4743 0.4293 -0.2970
H 4.9323 -0.9056 -0.9860
H -2.9288 -1.1827 -1.2631
H -4.5007 -1.2547 -1.2801
H 0.5014 -2.0420 -1.8393
H 1.4980 -0.9521 -2.4028
H 1.6658 4.6134 0.2006
H 0.4018 5.1018 -0.3770
H -4.2050 0.6486 1.6333
H -5.2160 0.8980 0.6813
H 1.5266 -3.4961 2.0651
H 1.5996 -2.2886 2.7993
O 0.3846 0.4004 0.7124
O 5.0456 -0.3642 -0.1967
O -3.7266 -1.6101 -1.6576
O 1.0821 -1.3668 -1.6102
O 0.7816 4.3218 -0.0490
O -5.0607 0.2422 1.3444
O 1.8517 -2.5659 1.9640
```

* highest occupied orbital energy: -10.9 eV
* SMILES string: O.O.O.O.O.O.O
* Kohn-Sham gap: 11.0 eV

From a Mulliken analysis of the wavefunction, the atomic charges in e read: atom 1 (H): 0.27, atom 2 (H): 0.29, atom 3 (H): 0.31, atom 4 (H): 0.31, atom 5 (H): 0.31, atom 6 (H): 0.32, atom 7 (H): 0.29, atom 8 (H): 0.30, atom 9 (H): 0.31, atom 10 (H): 0.31, atom 11 (H): 0.32, atom 12 (H): 0.31, atom 13 (H): 0.30, atom 14 (H): 0.29, atom 15 (O): -0.59, atom 16 (O): -0.63, atom 17 (O): -0.63, atom 18 (O): -0.58, atom 19 (O): -0.61, atom 20 (O): -0.63, atom 21 (O): -0.58

=====

## c
ORCA calculation (the ωB97M-V functional and the def2-TZVPD basis) on a cluster of 7 separate species, H14O7 in total.

The geometry in XYZ format:
```
21
H14O7 the ωB97M-V functional and the def2-TZVPD basis
O -1.5572 2.1020 0.6581
H -0.9957 2.6499 1.2171
H -2.3698 2.6119 0.5716
O -3.6142 0.6009 2.1827
H -4.5057 0.6529 1.8268
H -3.0246 0.7712 1.4376
O -0.6635 -0.9804 -2.6759
H -0.3573 -0.9800 -1.7591
H -0.0984 -0.3390 -3.1135
O 3.6061 0.6776 1.1171
H 3.3868 0.8356 2.0414
H 3.4184 1.5082 0.6663
O 0.0637 -0.2868 0.1684
H 0.9910 -0.3393 0.4185
H -0.2233 0.6073 0.3976
O 2.8938 -0.4951 -1.4933
H 2.7565 0.3369 -1.9547
H 2.9628 -0.2607 -0.5587
O -1.0515 -3.4263 -0.0866
H -0.7252 -3.7696 -0.9238
H -0.8928 -2.4773 -0.1374
```

* highest occupied orbital energy: -10.8 eV
* SMILES string: O.O.O.O.O.O.O
* Kohn-Sham gap: 10.4 eV

From a Mulliken analysis of the wavefunction, the atomic charges in e read: atom 1 (O): -0.69, atom 2 (H): 0.30, atom 3 (H): 0.32, atom 4 (O): -0.63, atom 5 (H): 0.32, atom 6 (H): 0.33, atom 7 (O): -0.61, atom 8 (H): 0.35, atom 9 (H): 0.27, atom 10 (O): -0.66, atom 11 (H): 0.32, atom 12 (H): 0.34, atom 13 (O): -0.56, atom 14 (H): 0.32, atom 15 (H): 0.33, atom 16 (O): -0.60, atom 17 (H): 0.31, atom 18 (H): 0.27, atom 19 (O): -0.66, atom 20 (H): 0.32, atom 21 (H): 0.32

=====

## d
ORCA calculation (the ωB97M-V functional and the def2-TZVPD basis) on a cluster of 7 separate species, H14O7 in total.

The geometry in XYZ format:
```
21
H14O7 the ωB97M-V functional and the def2-TZVPD basis
H 1.9005 -1.4716 1.9135
H 0.7945 -1.2457 0.8143
H 0.8811 0.7819 1.4533
H -0.2989 1.4646 0.6965
H -0.8928 -1.9390 0.3812
H -1.0656 -1.4875 1.8705
H -2.0849 1.4374 0.8907
H -2.0201 -0.0281 0.5121
H 0.2927 1.0448 -1.9904
H -1.1965 0.6187 -1.6637
H 2.0540 2.4797 -1.5342
H 1.5368 1.7161 -0.3533
H -0.2300 -2.3864 -1.4157
H 0.2898 -0.9555 -1.3514
O 1.1183 -0.9581 1.6842
O 0.5544 1.6522 1.1217
O -1.5909 -1.6936 1.0428
O -1.9694 0.8765 0.1347
O -0.3623 0.3507 -2.1423
O 1.9692 1.5828 -1.1859
O 0.3200 -1.8399 -0.8784
```

* highest occupied orbital energy: -11.3 eV
* SMILES string: O.O.O.O.O.O.O
* Kohn-Sham gap: 11.8 eV

From a Mulliken analysis of the wavefunction, the atomic charges in e read: atom 1 (H): 0.28, atom 2 (H): 0.39, atom 3 (H): 0.43, atom 4 (H): 0.40, atom 5 (H): 0.44, atom 6 (H): 0.40, atom 7 (H): 0.29, atom 8 (H): 0.46, atom 9 (H): 0.35, atom 10 (H): 0.34, atom 11 (H): 0.32, atom 12 (H): 0.45, atom 13 (H): 0.30, atom 14 (H): 0.50, atom 15 (O): -0.70, atom 16 (O): -0.80, atom 17 (O): -0.78, atom 18 (O): -0.76, atom 19 (O): -0.74, atom 20 (O): -0.72, atom 21 (O): -0.85

=====

d is favored, and the nearest alternative lies 5.3 kcal/mol above it.

=====

## a
ORCA calculation (the ωB97M-V functional and the def2-TZVPD basis) on a cluster of 7 separate species, H14O7 in total.

The geometry in XYZ format:
```
21
H14O7 the ωB97M-V functional and the def2-TZVPD basis
O -1.1074 0.8281 1.8827
H -0.5527 0.0519 1.9954
H -1.9419 0.7898 2.3142
O 1.4520 -1.4119 -1.3067
H 0.5468 -1.1644 -1.3308
H 1.3552 -2.3887 -1.2371
O -0.8500 0.0856 -0.7362
H -0.8748 0.0959 0.2189
H -0.5068 0.9355 -0.9836
O -1.6889 -2.6141 0.2401
H -1.4635 -3.4211 -0.2082
H -1.7911 -1.9200 -0.4240
O 0.1126 -1.8233 1.9958
H -0.3219 -2.3070 1.3313
H 0.4001 -2.4028 2.7050
O 0.1104 2.6163 -0.6510
H 0.3469 2.3606 0.2341
H -0.1411 3.4973 -0.5285
O 2.5417 3.0126 -1.7116
H 2.8004 2.3027 -2.3033
H 1.5742 2.8771 -1.4965
```

* highest occupied orbital energy: -10.6 eV
* SMILES string: O.O.O.O.O.O.O
* Kohn-Sham gap: 10.9 eV

From a Mulliken analysis of the wavefunction, the atomic charges in e read: atom 1 (O): -0.63, atom 2 (H): 0.39, atom 3 (H): 0.26, atom 4 (O): -0.60, atom 5 (H): 0.33, atom 6 (H): 0.29, atom 7 (O): -0.71, atom 8 (H): 0.39, atom 9 (H): 0.37, atom 10 (O): -0.67, atom 11 (H): 0.32, atom 12 (H): 0.32, atom 13 (O): -0.64, atom 14 (H): 0.37, atom 15 (H): 0.29, atom 16 (O): -0.74, atom 17 (H): 0.33, atom 18 (H): 0.29, atom 19 (O): -0.67, atom 20 (H): 0.31, atom 21 (H): 0.42

=====

## b
ORCA calculation (the ωB97M-V functional and the def2-TZVPD basis) on a cluster of 7 separate species, H14O7 in total.

The geometry in XYZ format:
```
21
H14O7 the ωB97M-V functional and the def2-TZVPD basis
H 1.3549 0.1412 0.3145
H -0.1105 0.3284 -0.1273
H -0.1964 3.5856 -2.1727
H -1.1894 3.7269 -3.2041
H 2.1918 3.0412 0.2526
H 2.2770 1.9123 1.2402
H -3.8476 -0.5608 2.8721
H -2.4914 0.3226 3.2028
H -2.0602 -3.4989 1.7340
H -1.0455 -3.3580 2.9483
H 1.7009 -2.5685 -2.3563
H 1.1277 -3.4855 -1.3259
H 1.0476 0.2305 -2.1237
H 1.2112 -0.8541 -1.1859
O 0.6601 0.8013 0.2319
O -0.5696 4.2470 -2.7450
O 2.6627 2.2277 0.3537
O -3.4627 0.3409 3.0835
O -1.7688 -2.9067 2.4128
O 1.9869 -3.2762 -1.7020
O 0.5211 -0.3969 -1.7033
```

* highest occupied orbital energy: -10.7 eV
* SMILES string: O.O.O.O.O.O.O
* Kohn-Sham gap: 10.6 eV

From a Mulliken analysis of the wavefunction, the atomic charges in e read: atom 1 (H): 0.29, atom 2 (H): 0.34, atom 3 (H): 0.30, atom 4 (H): 0.31, atom 5 (H): 0.30, atom 6 (H): 0.35, atom 7 (H): 0.32, atom 8 (H): 0.32, atom 9 (H): 0.31, atom 10 (H): 0.32, atom 11 (H): 0.34, atom 12 (H): 0.32, atom 13 (H): 0.35, atom 14 (H): 0.30, atom 15 (O): -0.61, atom 16 (O): -0.61, atom 17 (O): -0.64, atom 18 (O): -0.64, atom 19 (O): -0.63, atom 20 (O): -0.66, atom 21 (O): -0.69

=====

a is favored, and the nearest alternative lies 44.3 kcal/mol above it.